{
  "formula": "C5H10O",
  "method": "ωB97M-V/def2-TZVPD",
  "e_homo_ha": -0.3289,
  "smiles": "C=C(C)O.C=C",
  "gap_ha": 0.3618,
  "relative_energy_ev": 1.603,
  "species": ["H", "C", "H", "O", "H", "C", "H", "C", "H", "H", "H", "H", "C", "H", "C", "H"],
  "xyz": [[3.612218, 0.343241, 0.764363], [-1.371731, -0.217971, -0.507023], [-1.524548, -2.302606, -0.870764], [-1.783459, -0.220657, 0.795561], [-1.987131, -1.130153, 1.052602], [-1.273784, -1.317143, -1.257281], [0.668421, -0.071559, 1.611442], [2.705088, 0.447983, 1.355373], [-0.233392, 1.580169, -0.339765], [-0.944699, -1.254179, -2.287593], [1.514391, -0.821114, 0.152822], [-0.728310, 1.178552, -2.002441], [-1.041689, 1.170623, -0.956276], [-1.914661, 1.821380, -0.838075], [1.581478, -0.180405, 1.029725], [2.767462, 1.092560, 2.229228]],
  "forces_ev_per_a": [[-0.15, 0.00, 0.07], [0.08, -0.05, -0.32], [0.03, 0.15, -0.01], [-0.06, -0.22, 0.04], [0.00, 0.14, 0.00], [-0.03, 0.08, 0.07], [0.19, 0.00, -0.05], [-0.09, -0.07, -0.02], [-0.12, -0.07, -0.08], [-0.04, 0.04, 0.16], [0.05, 0.10, 0.14], [-0.05, -0.02, 0.16], [0.02, 0.02, -0.03], [0.11, -0.09, -0.01], [0.11, 0.06, 0.01], [-0.03, -0.10, -0.13]]
}

{
  "formula": "C5H10O",
  "method": "ωB97M-V/def2-TZVPD",
  "e_homo_ha": -0.3044,
  "smiles": "C[C@H]1C=COC1.[H][H]",
  "gap_ha": 0.3469,
  "relative_energy_ev": 2.549,
  "species": ["H", "C", "H", "H", "C", "H", "C", "H", "C", "C", "H", "H", "H", "H", "H", "O"],
  "xyz": [[-0.295348, 0.677248, -2.500215], [1.037935, -0.967372, 0.502750], [1.001262, 1.281570, -1.464843], [-0.467745, -2.001038, 1.248162], [0.110149, -0.972387, -0.452344], [1.760362, -1.728051, 0.776075], [-0.087379, 1.192215, -1.555142], [0.100813, 1.898650, 1.035698], [-0.178623, 0.841766, 1.001583], [-0.614688, 0.351354, -0.395443], [-0.946426, 0.645822, 1.760404], [-0.249983, -2.137319, 1.963965], [-1.711865, 0.298936, -0.435050], [0.061484, -1.684525, -1.261798], [-0.531250, 2.190460, -1.594434], [0.982770, 0.068470, 1.368651]],
  "forces_ev_per_a": [[0.01, 0.17, 0.10], [0.23, 0.05, -0.71], [-0.17, 0.08, -0.04], [-0.24, -0.64, 1.33], [0.75, 0.33, -0.25], [0.02, 0.19, -0.26], [0.00, 0.19, -0.11], [-0.06, -0.13, -0.04], [-0.16, 0.16, -0.01], [0.02, 0.09, -0.01], [0.10, 0.04, -0.17], [-0.74, -0.31, 0.15], [0.25, -0.18, -0.05], [-0.11, -0.02, 0.06], [0.01, -0.03, 0.00], [0.09, 0.00, 0.01]]
}

{
  "formula": "C5H10O2",
  "method": "ωB97M-V/def2-TZVPD",
  "e_homo_ha": -0.3571,
  "smiles": "OC[C@H]1CCOC1",
  "gap_ha": 0.3900,
  "relative_energy_ev": 1.569,
  "species": ["H", "C", "O", "H", "H", "H", "H", "C", "C", "C", "H", "H", "C", "H", "O", "H", "H"],
  "xyz": [[1.349296, 1.684551, 0.085069], [1.184061, 0.807086, -0.554691], [0.313029, 1.211586, -1.598724], [-0.129889, 0.962396, 1.790999], [1.271596, -0.033888, 2.217164], [-1.636508, -0.012533, 0.052467], [-0.269241, -0.509913, -2.620164], [0.308848, -0.043855, 1.694306], [0.503937, -0.351604, 0.210033], [-0.842588, -0.518850, -0.512065], [2.160359, 0.504407, -0.960291], [-1.414724, -0.747350, 2.244071], [-0.631530, 0.187802, -1.848478], [-1.541362, 0.667934, -2.222258], [-0.492651, -1.009106, 2.349258], [1.098453, -1.267824, 0.118179], [-1.130210, -1.567665, -0.622721]],
  "forces_ev_per_a": [[0.00, -0.15, -0.06], [0.22, -0.03, 0.22], [-0.04, 0.11, 0.00], [0.06, -0.15, 0.00], [-0.10, 0.02, -0.10], [0.09, -0.02, -0.10], [0.05, 0.10, 0.13], [0.26, 0.27, -0.13], [-0.02, -0.02, 0.03], [-0.08, -0.01, -0.02], [-0.19, 0.01, 0.01], [0.14, -0.17, 0.02], [-0.21, -0.16, -0.09], [0.14, -0.11, 0.00], [-0.23, 0.02, 0.09], [-0.11, 0.12, 0.00], [0.02, 0.17, 0.00]]
}

{
  "formula": "C5H10O2",
  "method": "ωB97M-V/def2-TZVPD",
  "e_homo_ha": -0.3552,
  "smiles": "CO[C@H]1CO[C@H]1C",
  "gap_ha": 0.3888,
  "relative_energy_ev": 4.060,
  "species": ["C", "H", "H", "O", "C", "C", "H", "H", "O", "H", "H", "H", "H", "C", "H", "H", "C"],
  "xyz": [[0.267673, -0.697610, -0.664483], [1.486742, -1.789359, 0.783335], [-1.849616, -0.701108, -1.244818], [-1.051704, -1.789845, 0.431025], [-1.231329, -0.576614, -0.346234], [-1.692831, 0.651022, 0.440001], [-1.242322, 0.707670, 1.435714], [0.258728, -1.560943, -1.337121], [1.116749, 0.224890, -1.249336], [1.736116, 2.122738, -0.955052], [0.245790, -0.877634, 1.627672], [-2.779272, 0.687139, 0.573921], [1.175454, 1.305534, 0.528696], [0.473382, -1.325371, 0.678959], [-1.401220, 1.553437, -0.112817], [2.762323, 0.890403, -0.178647], [1.725334, 1.175649, -0.410819]],
  "forces_ev_per_a": [[-0.28, 0.15, -0.27], [-1.37, -1.32, -0.15], [-0.09, -0.31, 0.39], [1.29, -0.31, 0.31], [0.33, 0.35, -0.33], [0.05, -0.03, 0.04], [-0.01, -0.05, -0.17], [0.30, 0.13, -0.04], [-0.08, 0.25, -0.12], [0.06, 0.00, 0.17], [0.50, 1.22, 0.08], [0.17, -0.17, -0.08], [0.07, 0.05, -0.12], [-0.78, -0.17, 0.03], [-0.08, -0.13, 0.04], [-0.21, 0.02, -0.04], [0.12, 0.33, 0.24]]
}